The following is a quantum chemistry calculation of a cluster of 2 separate species, CHF3N2 in total, from the Open Molecules 2025 dataset.

Bonds (Å) are listed after each position.
Geometry (Å):
1 C 1.1155 0.6431 0.1929  N2 1.260, N3 1.341, F4 1.351
2 N 0.2593 0.0367 -0.5048  C1 1.260, H7 1.015
3 N 2.2427 1.0711 -0.3933  C1 1.341, F5 1.321
4 F 0.9388 0.9258 1.5021  C1 1.351
5 F 3.0505 1.7632 0.3899  N3 1.321
6 F 3.4056 -1.0226 0.1171  no bonds
7 H -0.5864 -0.2826 -0.0441  N2 1.015

Summary:
- Energy: -12179.13005 eV
- Kohn-Sham gap (alpha / beta): 9.5 / 7.4 eV
- 2S+1: 1

Atom charges from the natural (NBO) analysis, given in e for atoms 1 to 5: 0.608, -0.525, 0.119, -0.315, -0.154

***

The following is a quantum chemistry calculation of a cluster of 2 separate species, CHF3N2 in total, from the Open Molecules 2025 dataset.

Bonds (Å) are listed after each position.
Geometry (Å):
1 C 0.3282 0.8650 -0.5751  N2 1.230, F4 1.276
2 N -0.1782 1.3764 0.4220  C1 1.230, H7 1.056
3 N 0.4276 -1.5696 0.0905  F5 1.397, F6 1.390
4 F 0.5086 1.2442 -1.7799  C1 1.276
5 F -0.0320 -1.0134 1.2862  N3 1.397
6 F -0.7313 -1.6161 -0.6752  N3 1.390
7 H -0.3229 0.7135 1.2316  N2 1.056

Summary:
- Energy: -12178.59348 eV
- Kohn-Sham gap (alpha / beta): 10.5 / 7.9 eV
- 2S+1: 1

Atom charges from the natural (NBO) analysis, given in e for atoms 1 to 5: 0.669, -0.680, 0.370, -0.270, -0.263